No. 1
# C3H6FO2Sr

A molecular structure, C3H6FO2Sr in a non-equilibrium geometry (wB97M-V/def2-TZVPD, the OMol25 dataset).

The geometry in XYZ format:
```
13
Properties=species:S:1:pos:R:3:mulliken_spin:R:1
O -0.32999 -2.05454 1.46094 0.083
C 0.58089 -1.63065 0.74992 0.537
C 0.48773 -0.35037 0.04548 0.012
O -0.81195 0.17605 0.23327 0.005
C -0.99025 1.49112 -0.28784 -0.003
Sr -2.33110 -1.01749 1.70772 0.280
H 1.49497 -2.22865 0.59719 0.029
H 0.75553 -0.48446 -1.05094 0.022
H -0.82553 1.48285 -1.37385 -0.001
H -2.02049 1.79173 -0.07195 0.008
H -0.28534 2.18305 0.19173 -0.001
H 1.29027 0.35030 0.44747 0.031
F 2.98524 0.29107 -2.64914 0.000
```

E in hartree: -398.7655
Spin multiplicity: 2
<S²>: 0.755
LUMO energy (spin up / spin down) in eV: -2.7 / -2.9
Kohn-Sham gap (spin up / spin down) in eV: 2.5 / 2.6
Total charge: 0

---

No. 2
# C3H6IN

A single C3H6IN molecule in a non-equilibrium geometry (wB97M-V/def2-TZVPD, the OMol25 dataset).

The geometry in XYZ format:
```
11
Properties=species:S:1:pos:R:3:mulliken_charge:R:1
C -0.73353 0.28668 -0.42166 -0.675
C -0.14223 -1.08641 -0.16636 -0.588
C 0.47725 0.13817 0.35818 0.217
N 1.75101 0.89222 -0.14516 -0.695
I 3.40562 -0.14281 0.21250 0.068
H -0.51984 0.62543 -1.34119 0.363
H -1.70732 0.50512 0.15224 0.200
H -0.73555 -1.65707 0.43463 0.314
H 0.27066 -1.48976 -1.11812 0.220
H 0.31102 0.29320 1.50876 0.231
H 1.93275 1.77180 0.29388 0.345
```

E in hartree: -470.2583
LUMO energy in eV: 0.3
Structure (SMILES): INC1CC1
Kohn-Sham gap in eV: 9.0
Total charge: 0

---

No. 3
# C3H6IN2

A gas-phase ion, C3H6IN2 (charge +1) in a non-equilibrium geometry (wB97M-V/def2-TZVPD, the OMol25 dataset).

The geometry in XYZ format:
```
12
Properties=species:S:1:pos:R:3:mulliken_charge:R:1
C -1.18515 -0.88045 0.33234 0.009
C 0.67469 0.04929 -0.80371 -0.371
C 0.82536 1.18184 0.15000 -0.306
N -0.97628 -0.14184 1.31756 -0.508
N -0.54956 -0.72996 -0.84423 -0.155
I 2.66228 1.66249 1.04821 0.389
H -1.86877 -1.64628 0.21594 0.444
H 0.77638 0.49135 -1.80286 0.328
H 1.62658 -0.64593 -0.63583 0.343
H 0.18430 2.15042 0.36673 0.388
H -1.46093 -0.22230 2.27070 0.279
H -0.70891 -1.26862 -1.61485 0.159
```

E in hartree: -524.7511
LUMO energy (spin up / spin down) in eV: -6.3 / -6.3
Kohn-Sham gap (spin up / spin down) in eV: 7.9 / 7.9
Total charge: +1

---

No. 4
# C3H6INOS

2 unconnected molecules or ions with the total composition C3H6INOS in a non-equilibrium geometry (wB97M-V/def2-TZVPD, the OMol25 dataset).

The geometry in XYZ format:
```
13
Properties=species:S:1:pos:R:3:mulliken_charge:R:1
C 0.87040 -0.98186 0.13932 -0.433
C 0.81072 -0.22457 1.35951 -0.041
C 0.83256 -0.01859 -0.99305 -0.623
N 0.49885 1.02228 1.38258 -0.512
O -1.31953 1.46128 -0.54041 -0.540
S 0.14811 1.55814 -0.27838 0.398
I -4.32784 0.37381 0.16422 -0.268
H 1.75840 -1.60628 0.13295 0.308
H -0.00651 -1.57031 0.13225 0.285
H 1.20394 -0.68961 2.18053 0.463
H -2.79032 0.76697 -0.49534 0.218
H 1.93189 0.24049 -1.30953 0.301
H 0.38933 -0.33175 -1.87465 0.444
```

E in hartree: -943.7152
LUMO energy in eV: 0.2
Kohn-Sham gap in eV: 9.1
Total charge: 0

---

No. 5
# C3H6INS2

A single C3H6INS2 molecule in a non-equilibrium geometry (wB97M-V/def2-TZVPD, the OMol25 dataset).

The geometry in XYZ format:
```
13
Properties=species:S:1:pos:R:3:mulliken_spin:R:1
C -1.16295 0.65093 0.77196 -0.052
C 1.43427 -0.23796 0.60192 -0.025
C -1.21896 -0.57362 0.09043 0.812
N 0.98355 -0.49122 -0.71142 0.733
S 0.54941 0.99479 1.45269 0.134
S 1.03027 0.74246 -1.90487 0.228
I -2.35047 -0.79907 -1.53074 0.074
H -1.34360 1.49636 0.15222 0.001
H -1.72057 0.70905 1.75599 0.074
H 1.33441 -1.08279 1.11298 -0.003
H 2.48013 0.09532 0.56722 0.034
H -1.00838 -1.42496 0.65674 -0.013
H 0.99288 -0.07929 -3.01513 0.004
```

E in hartree: -1266.5501
Spin multiplicity: 3
<S²>: 2.012
LUMO energy (spin up / spin down) in eV: 0.5 / -1.6
Kohn-Sham gap (spin up / spin down) in eV: 7.4 / 7.2
Total charge: 0

---

No. 6
# C3H6IO2P

2 unconnected molecules or ions with the total composition C3H6IO2P in a non-equilibrium geometry (wB97M-V/def2-TZVPD, the OMol25 dataset).

The geometry in XYZ format:
```
13
Properties=species:S:1:pos:R:3:mulliken_charge:R:1
C 0.78249 -1.56145 2.33702 0.114
C 0.25008 1.67866 0.76290 -0.443
C -0.38062 -0.61523 -2.32612 -0.949
O 0.56766 -0.65360 3.01662 -0.229
O -0.23848 0.77688 -0.18807 -0.129
P 0.79446 -0.26014 -0.87735 -0.003
I -0.79784 -3.21790 2.11803 0.027
H -0.60766 2.34998 1.04529 0.203
H 1.00006 2.26518 0.32952 0.323
H 0.55814 1.11455 1.55150 0.144
H -1.25684 -1.07834 -1.96400 0.300
H 0.11361 -1.13452 -3.04782 0.373
H -0.78506 0.33593 -2.75752 0.267
```

E in hartree: -907.3323
LUMO energy (spin up / spin down) in eV: -2.3 / -0.4
Kohn-Sham gap (spin up / spin down) in eV: 5.1 / 8.9
Total charge: 0

---

No. 7
# C3H6KO4

A molecular structure, C3H6KO4 in a non-equilibrium geometry (wB97M-V/def2-TZVPD, the OMol25 dataset).

The geometry in XYZ format:
```
14
Properties=species:S:1:pos:R:3:mulliken_spin:R:1
C -0.08778 1.80660 0.47250 -0.033
C 0.49540 2.08145 -0.86026 0.855
H -0.52395 2.70517 0.94658 0.073
H 0.67216 1.41442 1.16756 0.021
H 1.57693 2.12299 -0.98858 0.027
H -0.15166 2.16508 -1.73452 0.028
O -1.20957 0.92430 0.42296 0.020
O -0.76540 -0.31543 -0.11430 0.011
C -0.69186 -1.24865 0.94102 -0.001
O -0.99141 -2.37174 0.54173 0.000
K -2.31570 -0.71564 3.15558 -0.001
O 1.54901 -3.12484 -1.51590 0.000
H 0.89908 -3.27540 -0.80730 0.000
H 1.54476 -2.16831 -1.62706 0.001
```

E in hartree: -1018.5969
Spin multiplicity: 2
<S²>: 0.754
LUMO energy (spin up / spin down) in eV: -1.1 / -1.1
Kohn-Sham gap (spin up / spin down) in eV: 5.9 / 5.9
Total charge: 0

---

No. 8
# C3H6LaO

A molecular structure, C3H6LaO in a non-equilibrium geometry (wB97M-V/def2-TZVPD, the OMol25 dataset).

The geometry in XYZ format:
```
11
Properties=species:S:1:pos:R:3:mulliken_spin:R:1
C 1.48651 -0.26348 -0.12570 0.697
C 0.15128 -0.62243 -0.74705 -0.061
O -0.52062 0.66505 -0.39124 -0.004
C -1.12305 0.56406 0.88582 0.113
La 1.55215 1.96453 -1.09596 0.215
H 0.15822 -0.13737 1.33259 -0.057
H -0.22039 -1.42917 -0.08748 0.063
H -0.31837 -1.11248 -1.61628 0.028
H -1.44107 1.53473 1.27945 0.002
H -1.97261 -0.12609 0.82991 0.004
H 2.24794 -1.03737 -0.26405 0.000
```

E in hartree: -223.8316
Spin multiplicity: 2
<S²>: 0.760
LUMO energy (spin up / spin down) in eV: -10.1 / -10.3
Kohn-Sham gap (spin up / spin down) in eV: 6.7 / 7.8
Total charge: +2

---

No. 9
# C3H6LiNdO4

A molecular structure, C3H6LiNdO4 in a non-equilibrium geometry (wB97M-V/def2-TZVPD, the OMol25 dataset).

The geometry in XYZ format:
```
15
Properties=species:S:1:pos:R:3:mulliken_spin:R:1
O -1.72116 -0.36640 -1.76451 0.000
C -1.03858 -0.20896 -0.66017 -0.003
O 0.19397 -0.08093 -0.64081 -0.001
O -1.80689 -0.25623 0.37944 -0.004
C -1.15997 -0.19453 1.71271 -0.183
H -1.46681 -1.13381 2.19708 -0.001
H -1.69233 0.61013 2.24170 -0.001
H 2.94490 1.93524 3.18308 -0.001
C -1.01102 -0.70248 -2.95893 0.000
H -1.77868 -0.86318 -3.71998 0.000
H -0.34808 0.12063 -3.25067 0.000
O 3.14281 1.33972 2.44523 -0.005
Nd 1.29716 0.14629 1.63649 3.200
Li 4.87359 1.27346 2.00532 0.000
H -0.42892 -1.61893 -2.80599 0.000
```

E in hartree: -987.2510
Spin multiplicity: 4
<S²>: 3.860
LUMO energy (spin up / spin down) in eV: -9.5 / -8.8
Kohn-Sham gap (spin up / spin down) in eV: 7.5 / 8.3
Total charge: +2

---

No. 10
# C3H6LiO4Rh

A molecular structure, C3H6LiO4Rh in a non-equilibrium geometry (wB97M-V/def2-TZVPD, the OMol25 dataset).

The geometry in XYZ format:
```
15
Properties=species:S:1:pos:R:3:mulliken_spin:R:1
O -1.55338 -0.09175 -1.41796 0.021
C -0.70474 0.48972 -0.62139 0.012
O 0.51244 0.49608 -0.82894 0.083
O -1.19007 0.81164 0.53462 0.019
C -0.54336 0.25387 1.71875 0.619
H -1.46958 -0.17429 2.14339 0.035
H -0.09994 -0.34193 2.52856 0.045
H 0.70683 1.06038 2.10209 0.009
C -1.04079 -1.04012 -2.36401 0.006
H -1.89094 -1.32462 -2.98701 0.000
H -0.25061 -0.60108 -2.98465 0.000
O 2.33942 0.88340 1.58218 0.700
Rh 2.00925 -0.16128 0.13006 2.449
Li 3.76732 1.62144 2.28701 0.002
H -0.59187 -1.88145 -1.82270 -0.002
```

E in hartree: -535.9700
Spin multiplicity: 5
<S²>: 6.031
LUMO energy (spin up / spin down) in eV: -9.1 / -11.2
Kohn-Sham gap (spin up / spin down) in eV: 8.8 / 6.7
Total charge: +2

---

no.,M (g/mol)
1,180.70
2,182.99
3,197.00
4,231.06
5,247.13
6,231.96
7,145.18
8,196.99
9,257.26
10,215.92